Entry 1:
Density functional theory data (ωB97M-V/def2-TZVPD) for an isolated molecule of CH2F2O4S in a non-equilibrium geometry.

Geometry (Å):
C  -0.288  -2.333  -0.747
O  1.788  1.548  0.178
O  0.007  1.353  1.849
O  0.565  -1.282  -0.719
O  -0.078  -0.285  0.103
F  -0.968  -2.398  -1.881
F  0.488  -3.481  -0.786
S  0.938  0.553  1.212
H  -0.804  -2.434  0.311
H  1.546  2.498  -0.178

Output
Frontier orbital gap   0.4226 Ha
Total energy   -25525.3736 eV
Relative energy (zero: lowest compared OMol25 entry of this formula, charge and spin)   0.0 kcal per mole
E_HOMO   -0.411 Eh
F_max   5.03 eV/A
Charge   0
E_LUMO   0.31 eV
Multiplicity   1

=====

Entry 2:
Density functional theory data (ωB97M-V/def2-TZVPD) for CH2F2S as an isolated structure in a non-equilibrium geometry.

Geometry (Å):
C  0.231  -0.632  -0.024
F  1.613  -0.396  0.040
F  -0.050  0.296  2.804
S  -0.432  -1.108  2.104
H  -0.009  -1.519  -0.483
H  -0.217  0.162  -0.437

Output
Frontier orbital gap   0.3440 Ha
Total energy   -17337.0563 eV
Relative energy (zero: lowest compared OMol25 entry of this formula, charge and spin)   27.8 kcal per mole
E_HOMO   -0.348 Eh
F_max   6.16 eV/A
Charge   0
E_LUMO   -0.10 eV
Multiplicity   1

=====

Entry 3:
Density functional theory data (ωB97M-V/def2-TZVPD) for a 2-piece molecular cluster, CH2F3N overall in a non-equilibrium geometry.

Geometry (Å):
F  1.476  0.672  0.201
C  0.432  0.329  -0.606
N  -0.747  0.618  -0.460
F  -0.947  1.775  0.251
H  0.521  -0.648  -0.980
F  -0.294  -1.178  1.209
H  -0.441  -1.567  0.386

Output
Frontier orbital gap   0.4490 Ha
Total energy   -10708.5444 eV
Relative energy (zero: lowest compared OMol25 entry of this formula, charge and spin)   91.1 kcal per mole
E_HOMO   -0.434 Eh
F_max   4.09 eV/A
Charge   0
E_LUMO   0.41 eV
SMILES   F/C=N\F.F
Multiplicity   1

=====

- What is the formula in the second record?
  CH2F2S

=====

Please write out number 1 again, unchanged.
Density functional theory data (ωB97M-V/def2-TZVPD) for an isolated molecule of CH2F2O4S in a non-equilibrium geometry.

Geometry (Å):
C  -0.288  -2.333  -0.747
O  1.788  1.548  0.178
O  0.007  1.353  1.849
O  0.565  -1.282  -0.719
O  -0.078  -0.285  0.103
F  -0.968  -2.398  -1.881
F  0.488  -3.481  -0.786
S  0.938  0.553  1.212
H  -0.804  -2.434  0.311
H  1.546  2.498  -0.178

Output
Frontier orbital gap   0.4226 Ha
Total energy   -25525.3736 eV
Relative energy (zero: lowest compared OMol25 entry of this formula, charge and spin)   0.0 kcal per mole
E_HOMO   -0.411 Eh
F_max   5.03 eV/A
Charge   0
E_LUMO   0.31 eV
Multiplicity   1

=====

- Among the records above, which one has the lowest total energy?
  CH2F2O4S